{
  "formula": "C44H62Cl3MoN2O2P3SSi",
  "method": "ωB97M-V/def2-TZVPD",
  "elements": ["Mo", "Cl", "Cl", "Cl", "S", "P", "P", "P", "Si", "O", "O", "N", "N", "C", "C", "C", "C", "C", "C", "C", "C", "C", "C", "C", "C", "C", "C", "C", "C", "C", "C", "C", "C", "C", "C", "C", "C", "C", "C", "C", "C", "C", "C", "C", "C", "C", "C", "C", "C", "C", "C", "C", "C", "C", "C", "C", "C", "H", "H", "H", "H", "H", "H", "H", "H", "H", "H", "H", "H", "H", "H", "H", "H", "H", "H", "H", "H", "H", "H", "H", "H", "H", "H", "H", "H", "H", "H", "H", "H", "H", "H", "H", "H", "H", "H", "H", "H", "H", "H", "H", "H", "H", "H", "H", "H", "H", "H", "H", "H", "H", "H", "H", "H", "H", "H", "H", "H", "H", "H"],
  "xyz": [[-0.533, -0.121, 0.140], [-1.716, -4.052, 3.295], [-2.268, -5.408, 0.805], [-4.324, -3.996, 2.138], [-1.223, 1.853, -1.155], [1.777, 1.010, 0.244], [-0.125, -2.067, -1.530], [-1.571, 0.803, 2.251], [0.806, -1.650, 1.629], [-2.676, -2.614, -0.220], [-1.402, -1.803, 1.423], [-0.410, 1.990, -3.721], [-1.748, 3.705, -2.920], [0.417, -1.429, 5.760], [1.399, -2.101, -2.641], [1.326, -1.143, -3.833], [1.376, -5.729, 0.843], [0.881, 3.593, 1.162], [-1.369, -2.505, -2.876], [-1.403, -0.133, 4.887], [-0.978, 3.701, -5.186], [-2.357, -3.667, -2.693], [2.432, 1.571, -1.428], [-2.132, -1.229, -3.242], [-2.592, -3.972, 1.768], [-0.326, 2.526, -4.965], [-3.168, 0.335, 1.369], [3.922, 1.378, -1.700], [-1.108, 2.568, -2.717], [-2.443, 5.560, -4.300], [0.982, -5.859, -0.481], [5.320, -0.454, 1.754], [-4.100, -0.596, 2.119], [-3.935, 1.537, 0.805], [2.642, -1.239, 1.578], [-0.993, 3.088, 3.908], [-2.062, 2.433, 3.027], [0.361, -3.521, -0.524], [1.278, -4.498, 1.476], [-3.395, 2.359, 3.807], [0.202, -1.118, 3.358], [3.596, -2.065, 2.189], [3.059, -0.037, 1.017], [4.929, -1.688, 2.259], [0.866, -1.646, 4.459], [-2.206, -2.705, 0.891], [-0.739, -0.702, 5.970], [0.463, 1.773, -5.984], [-0.937, -0.296, 3.587], [0.479, -4.761, -1.158], [1.939, 2.502, 1.364], [1.969, 2.070, 2.836], [-1.702, 4.279, -4.130], [2.709, -1.931, -1.879], [4.390, 0.371, 1.142], [0.781, -3.370, 0.816], [2.061, 3.016, -1.774], [-2.827, -1.431, -4.061], [-3.294, -3.325, -2.266], [3.296, -3.022, 2.609], [0.189, -4.870, -2.197], [-4.613, -1.252, 1.423], [-0.126, 3.181, 1.218], [0.966, -1.840, 6.599], [1.061, -6.817, -0.984], [2.845, -2.713, -1.132], [-4.865, -0.016, 2.635], [-3.307, 2.235, 0.260], [-1.409, 4.012, 4.318], [1.425, 1.455, -5.579], [4.282, 0.380, -1.459], [2.769, 1.368, 3.054], [-1.982, -4.460, -2.050], [-0.084, 0.879, -6.291], [-0.719, -2.766, -3.707], [0.070, 1.126, -3.529], [-3.516, 5.369, -4.213], [2.923, 2.900, 1.099], [1.756, -6.588, 1.387], [2.280, -1.139, -4.364], [6.351, -0.132, 1.838], [5.660, -2.346, 2.716], [0.976, 4.118, 0.215], [1.757, -2.250, 4.307], [0.634, 2.385, -6.865], [0.988, 4.341, 1.950], [4.717, 1.340, 0.785], [-3.209, 2.478, 4.875], [-2.779, -0.217, 0.461], [-0.096, 3.353, 3.359], [-1.463, -0.423, -3.560], [1.134, -0.121, -3.503], [4.092, 1.545, -2.768], [2.225, 3.177, -2.844], [-2.197, 3.068, 2.151], [-2.715, -0.876, -2.390], [2.121, 2.952, 3.463], [1.602, -4.419, 2.512], [-3.581, -1.201, 2.856], [4.525, 2.113, -1.163], [-3.945, 1.431, 3.673], [1.380, -3.119, -3.030], [-4.451, 2.080, 1.593], [-4.692, 1.159, 0.115], [-2.304, 0.438, 5.072], [-2.184, 6.240, -3.487], [3.554, -1.979, -2.573], [1.030, 1.604, 3.129], [2.707, 3.719, -1.243], [0.553, -1.421, -4.549], [-1.117, -0.550, 6.974], [2.749, -0.981, -1.364], [-0.939, 4.178, -6.158], [-0.710, 2.450, 4.745], [-4.048, 3.181, 3.505], [-2.241, 6.028, -5.260], [-2.562, -4.095, -3.677], [1.031, 3.262, -1.544], [1.900, 0.907, -2.105]],
  "mulliken_spin": [2.18, 0.00, 0.00, 0.00, -0.01, -0.20, 0.01, 0.03, -0.15, 0.01, -0.02, 0.01, 0.01, 0.00, 0.01, 0.02, 0.00, 0.03, -0.04, 0.00, 0.00, 0.00, 0.04, 0.07, 0.00, 0.00, 0.03, 0.01, 0.04, 0.00, 0.00, 0.00, 0.02, 0.02, -0.01, 0.00, 0.00, -0.01, 0.00, 0.00, 0.01, 0.00, 0.00, 0.00, 0.01, 0.00, 0.00, 0.00, -0.03, -0.01, -0.02, 0.00, 0.00, 0.01, -0.01, -0.01, 0.00, 0.00, 0.00, 0.00, 0.00, 0.00, -0.01, 0.00, 0.00, 0.00, 0.00, 0.00, 0.00, 0.00, 0.00, 0.00, 0.00, 0.00, 0.00, 0.01, 0.00, -0.01, 0.00, 0.00, 0.00, 0.00, 0.00, 0.00, 0.00, 0.00, 0.00, 0.00, -0.04, 0.00, -0.01, 0.01, 0.00, 0.00, 0.00, -0.01, 0.00, 0.00, 0.00, 0.00, 0.00, -0.01, 0.00, 0.00, 0.00, 0.00, 0.00, 0.01, 0.00, 0.00, 0.00, 0.02, 0.00, 0.00, 0.00, 0.00, 0.00, 0.01, 0.00],
  "multiplicity": 3,
  "total_charge": 2,
  "energy_ev": -139700.9366,
  "molar_mass_da": 1006.366,
  "homo_ha": [-0.495, -0.493],
  "relative_energy_ev": 0.0000
}